This record from OMol25 describes a gas-phase ion, H2I2O2P (charge +1) at a distorted geometry. The level of theory is ωB97M-V/def2-TZVPD.

Calculated values
LUMO in eV: -6.33
Kohn-Sham gap in eV: 8.56
DFT total energy in a.u.: -1088.20233
HOMO energy in eV: -14.9
Energy above the lowest of the compared OMol25 structures with the same formula, charge and spin in kcal/mol: 19.2

Geometry as ORCA input:
```
! RIJCOSX wB97M-V def2-TZVPD def2/J DEFGRID3
* xyz 1 1
O 0.45 -0.30 1.31
O -0.97 -0.93 -0.72
P 0.03 0.16 -0.33
I -1.10 2.25 0.14
H 1.41 -0.25 1.62
I 1.76 0.10 -2.01
H -1.58 -1.03 -0.02
*
```

---

This record from OMol25 describes a molecular structure, H2IMnO at a distorted geometry. The level of theory is ωB97M-V/def2-TZVPD.

Calculated values
LUMO (alpha / beta) in eV: -8.08 / -8.00
Kohn-Sham gap (alpha / beta) in eV: 5.92 / 6.00
DFT total energy in a.u.: -1524.79792
HOMO energy (alpha / beta) in eV: -14.0 / -14.0
Energy above the lowest of the compared OMol25 structures with the same formula, charge and spin in kcal/mol: 1.7
⟨S²⟩: 8.77

Geometry as ORCA input:
```
! RIJCOSX wB97M-V def2-TZVPD def2/J DEFGRID3
* xyz 1 6
I 7.71 -29.40 -11.69
H 11.50 -30.48 -11.48
Mn 5.72 -30.17 -9.87
H 10.10 -30.65 -12.01
O 11.00 -30.94 -12.15
*
```

---

This record from OMol25 describes a gas-phase ion, H2INO3P (charge -1) at a distorted geometry. The level of theory is ωB97M-V/def2-TZVPD.

Calculated values
LUMO in eV: 3.28
Kohn-Sham gap in eV: 7.79
DFT total energy in a.u.: -920.80108
HOMO energy in eV: -4.5
Energy above the lowest of the compared OMol25 structures with the same formula, charge and spin in kcal/mol: 51.4

Geometry as ORCA input:
```
! RIJCOSX wB97M-V def2-TZVPD def2/J DEFGRID3
* xyz -1 1
O -1.69 -2.24 -0.11
H -1.03 0.59 0.77
P -0.39 -1.74 0.35
O 0.32 -2.50 1.40
O 1.04 -0.73 -2.97
I 1.24 -1.98 -1.60
N -0.24 -0.02 0.64
H 0.55 0.31 0.10
*
```

---

This record from OMol25 describes a single H2INS molecule at a distorted geometry. The level of theory is ωB97M-V/def2-TZVPD.

Calculated values
LUMO (alpha / beta) in eV: -2.14 / -1.78
SMILES: NSI
Kohn-Sham gap (alpha / beta) in eV: 6.82 / 7.27
DFT total energy in a.u.: -751.79358
HOMO energy (alpha / beta) in eV: -9.0 / -9.0
Energy above the lowest of the compared OMol25 structures with the same formula, charge and spin in kcal/mol: 21.4

Geometry as ORCA input:
```
! RIJCOSX wB97M-V def2-TZVPD def2/J DEFGRID3
* xyz 0 1
I 1.37 -1.06 2.18
S 0.57 1.08 0.20
H -1.39 0.28 -0.38
N -0.42 0.29 -0.73
H -0.13 -0.59 -1.27
*
```

---

This record from OMol25 describes a molecular structure, H2InO at a distorted geometry. The level of theory is ωB97M-V/def2-TZVPD.

Calculated values
LUMO in eV: -24.68
Kohn-Sham gap in eV: 3.43
DFT total energy in a.u.: -264.80089
HOMO energy in eV: -28.1
Energy above the lowest of the compared OMol25 structures with the same formula, charge and spin in kcal/mol: 24.3

Geometry as ORCA input:
```
! RIJCOSX wB97M-V def2-TZVPD def2/J DEFGRID3
* xyz 3 1
O -0.45 0.59 0.44
H -0.58 0.67 1.38
H -0.02 1.41 0.18
In 1.05 -2.68 -2.00
*
```

---

This record from OMol25 describes 2 unconnected molecules or ions with the total composition H2N2O at a distorted geometry. The level of theory is ωB97M-V/def2-TZVPD.

Calculated values
LUMO (alpha / beta) in eV: -0.93 / -0.93
Kohn-Sham gap (alpha / beta) in eV: 8.71 / 8.71
DFT total energy in a.u.: -185.71540
HOMO energy (alpha / beta) in eV: -9.6 / -9.6
Energy above the lowest of the compared OMol25 structures with the same formula, charge and spin in kcal/mol: 169.9

Geometry as ORCA input:
```
! RIJCOSX wB97M-V def2-TZVPD def2/J DEFGRID3
* xyz 0 1
H -0.37 0.87 -0.11
N 0.51 -0.88 0.02
O 1.83 0.41 -0.13
N -0.48 -0.14 -0.06
H -1.50 -0.27 0.28
*
```

---

This record from OMol25 describes 2 unconnected molecules or ions with the total composition H2N2O2 at a distorted geometry. The level of theory is ωB97M-V/def2-TZVPD.

Calculated values
LUMO in eV: 0.79
SMILES: N#[N+][O-].O
Kohn-Sham gap in eV: 12.40
DFT total energy in a.u.: -261.12150
HOMO energy in eV: -11.6
Energy above the lowest of the compared OMol25 structures with the same formula, charge and spin in kcal/mol: 2.3

Geometry as ORCA input:
```
! RIJCOSX wB97M-V def2-TZVPD def2/J DEFGRID3
* xyz 0 1
O -0.79 -0.98 -0.83
H -1.14 -0.06 -1.04
N 0.61 0.79 1.06
O 1.50 0.87 0.33
H 0.11 -1.19 -1.22
N -0.28 0.57 1.69
*
```

---

This record from OMol25 describes 2 unconnected molecules or ions with the total composition H2N2O3 at a distorted geometry. The level of theory is ωB97M-V/def2-TZVPD.

Calculated values
LUMO (alpha / beta) in eV: -0.62 / -0.33
Kohn-Sham gap (alpha / beta) in eV: 9.36 / 8.60
DFT total energy in a.u.: -336.12372
HOMO energy (alpha / beta) in eV: -10.0 / -8.9
Energy above the lowest of the compared OMol25 structures with the same formula, charge and spin in kcal/mol: 88.7

Geometry as ORCA input:
```
! RIJCOSX wB97M-V def2-TZVPD def2/J DEFGRID3
* xyz 0 1
N -1.53 -0.04 0.64
H 2.17 1.08 -1.30
O 1.84 1.13 -0.41
H -1.03 -1.95 0.40
N -1.68 -1.18 0.69
O -0.68 0.79 0.40
O 0.92 0.17 -0.42
*
```

---

This record from OMol25 describes 2 unconnected molecules or ions with the total composition H2N2O3S at a distorted geometry. The level of theory is ωB97M-V/def2-TZVPD.

Calculated values
LUMO in eV: -0.96
Kohn-Sham gap in eV: 8.63
DFT total energy in a.u.: -734.39375
HOMO energy in eV: -9.6
Energy above the lowest of the compared OMol25 structures with the same formula, charge and spin in kcal/mol: 92.7

Geometry as ORCA input:
```
! RIJCOSX wB97M-V def2-TZVPD def2/J DEFGRID3
* xyz 0 1
N 0.96 0.58 1.59
O 2.60 0.42 -0.85
H 1.62 0.37 0.81
O -0.18 1.29 0.90
N 0.07 2.04 0.03
H 0.99 -0.19 2.30
S 2.22 1.81 -1.16
O 1.57 1.98 -2.36
*
```

---

This record from OMol25 describes a single H2N2O3S molecule at a distorted geometry. The level of theory is ωB97M-V/def2-TZVPD.

Calculated values
LUMO in eV: 0.18
Kohn-Sham gap in eV: 10.15
DFT total energy in a.u.: -734.47993
HOMO energy in eV: -10.0
Energy above the lowest of the compared OMol25 structures with the same formula, charge and spin in kcal/mol: 38.6

Geometry as ORCA input:
```
! RIJCOSX wB97M-V def2-TZVPD def2/J DEFGRID3
* xyz 0 1
H 0.25 1.54 0.10
O 1.14 1.31 0.18
N -0.82 -0.03 -0.19
O 2.61 -0.74 0.43
N -0.07 -1.02 -0.21
O -2.14 -0.04 -0.05
H -2.62 -0.84 0.22
S 1.65 -0.19 -0.47
*
```